1.
DFT (the ωB97M-V functional and the def2-TZVPD basis) results for a molecular structure, C11H26GaN3OP2 at a distorted geometry.

Its HOMO-LUMO gap is 4.34 eV. As for the LUMO energy: 0.462 eV. The HOMO energy is -3.8820 eV.

```
44
Properties=species:S:1:pos:R:3:forces:R:3
C -0.471 0.183 -1.579 1.03 0.06 0.19
C -1.206 1.379 -1.351 0.03 0.24 0.29
C -0.317 2.417 -0.980 -0.16 -0.84 -0.46
C 1.000 1.927 -0.997 0.08 -1.48 -0.29
C 0.982 0.508 -1.328 -1.18 1.71 -1.22
Ga 0.492 -0.896 0.235 3.04 1.24 0.76
P 0.120 -3.138 0.338 -1.04 0.09 0.04
H -0.806 -0.678 -2.172 0.12 0.40 0.28
H -2.288 1.488 -1.487 0.49 -0.10 0.18
H -0.607 3.445 -0.772 0.07 -0.25 -0.03
H 1.813 -0.031 -1.801 -0.47 0.35 0.42
H 1.913 2.506 -0.854 -0.32 -0.21 0.15
H 1.266 -3.767 -0.262 -1.06 0.24 0.39
H -1.026 -3.588 -0.411 0.02 -1.64 -0.13
H 0.015 -3.687 1.668 0.20 0.09 -0.83
C -1.295 2.751 2.505 0.01 -0.12 -0.15
N -0.462 1.996 3.461 0.24 0.47 0.55
C -0.591 2.537 4.820 -0.07 -0.16 0.00
P -0.240 0.389 3.194 -0.16 -0.37 -2.13
O -0.092 0.242 1.680 -1.06 0.29 1.35
N 1.031 -0.114 4.082 0.11 0.16 0.36
C 1.416 -1.525 3.931 0.09 -0.24 0.19
C 2.130 0.767 4.489 0.12 0.25 -0.10
N -1.499 -0.580 3.642 -0.35 0.17 0.15
C -1.803 -0.840 5.048 0.13 -0.10 0.04
C -2.444 -1.149 2.672 0.12 0.00 -0.11
H -1.240 3.803 2.809 -0.06 -0.21 -0.20
H -2.348 2.426 2.554 0.19 0.14 -0.08
H -0.923 2.655 1.480 -0.10 -0.17 0.33
H -1.495 2.164 5.327 0.15 0.21 -0.02
H 0.287 2.320 5.436 -0.26 -0.02 -0.14
H -0.677 3.623 4.718 0.07 -0.21 0.22
H 1.934 -1.716 2.977 -0.20 0.16 0.14
H 2.100 -1.763 4.755 -0.28 -0.13 -0.11
H 0.534 -2.177 3.990 0.24 0.18 0.00
H 2.302 1.581 3.769 -0.05 -0.29 0.21
H 1.931 1.202 5.478 0.16 -0.12 -0.20
H 3.039 0.162 4.560 -0.17 0.26 -0.08
H -2.878 -1.040 5.136 0.28 0.08 0.11
H -1.252 -1.717 5.419 -0.16 0.17 0.04
H -1.561 0.021 5.686 -0.01 -0.30 -0.17
H -2.544 -0.507 1.783 0.11 -0.28 0.33
H -2.120 -2.157 2.354 -0.21 0.29 0.03
H -3.425 -1.231 3.165 0.29 0.02 -0.29
```
Positions in Å, forces in eV/Å.

Mulliken atomic charge list, values in e, 6 entries: -0.714, -0.767, -0.424, -0.813, 0.013, -0.809

2.
DFT (the ωB97M-V functional and the def2-TZVPD basis) results for a molecular structure, C23H19N6O2S2ScSe.

For the energy relative to the best compared isomer or geometry (same formula, charge and spin), the calculation gives 58.4 kJ/mol. Its HOMO-LUMO gap is 6.97 eV. As for the LUMO energy: -0.515 eV. The HOMO energy is -7.4808 eV.

```
54
Properties=species:S:1:pos:R:3:forces:R:3
Sc -1.359 0.426 1.166 0.13 -0.21 0.64
C -4.530 1.677 0.564 -0.02 0.00 0.01
C -4.035 2.879 0.081 0.02 -0.01 0.02
C -3.163 3.630 0.858 0.03 -0.03 -0.02
C -2.778 3.176 2.111 -0.01 0.04 0.02
C -3.289 1.979 2.611 -0.15 0.13 -0.03
C -4.170 1.229 1.834 -0.07 -0.02 -0.08
H -5.212 1.090 -0.039 0.01 -0.01 0.00
H -4.314 3.221 -0.907 -0.01 0.01 0.00
H -2.758 4.557 0.474 -0.01 0.01 0.01
H -2.082 3.747 2.711 0.00 0.00 0.00
H -3.049 1.662 3.618 0.12 -0.08 -0.07
H -4.604 0.323 2.235 0.09 -0.05 -0.02
S 0.091 1.308 3.021 -0.10 -0.16 -0.02
C -0.046 0.040 4.219 0.25 0.27 0.19
C 0.800 0.203 5.376 -0.17 -0.05 -0.25
N 1.489 0.354 6.283 0.05 0.03 0.07
C -0.861 -1.031 4.136 -0.20 -0.36 0.06
S -1.934 -1.384 2.789 0.23 -0.02 -0.01
C -0.875 -2.003 5.199 -0.01 0.22 -0.18
N -0.915 -2.789 6.037 0.00 -0.08 0.05
C -0.212 -3.256 -0.138 -0.02 -0.01 -0.02
N -0.139 -2.356 -1.284 0.07 -0.05 0.15
C -1.063 -1.453 -1.637 0.12 0.12 -0.01
Se -2.680 -1.056 -0.816 -0.21 -0.28 -0.02
N -0.574 -0.756 -2.683 -0.03 -0.01 -0.15
C 0.722 -1.163 -2.971 -0.17 -0.01 0.01
C 1.660 -0.724 -3.892 0.07 -0.04 -0.08
C 2.894 -1.351 -3.866 -0.09 -0.03 -0.01
C 3.175 -2.378 -2.953 -0.11 -0.05 -0.03
C 2.233 -2.813 -2.038 0.05 -0.06 -0.14
C 0.998 -2.184 -2.070 -0.12 -0.14 -0.10
H -1.222 -3.223 0.265 0.05 0.03 -0.01
H 0.500 -2.930 0.620 -0.02 0.02 -0.03
H 0.018 -4.268 -0.468 0.02 0.01 0.00
H -1.080 0.014 -3.089 0.01 -0.02 0.01
H 1.440 0.070 -4.592 0.00 0.00 -0.01
H 3.658 -1.044 -4.567 0.02 0.00 -0.02
H 4.154 -2.838 -2.962 0.02 0.00 0.00
H 2.457 -3.585 -1.315 0.00 0.02 0.00
C 4.096 0.255 -1.126 0.03 0.07 0.04
N 2.697 0.656 -0.997 0.04 0.07 -0.02
C 2.239 1.751 -1.652 0.09 -0.11 0.05
C 0.970 2.196 -1.533 -0.06 -0.02 0.03
C 0.134 1.452 -0.648 0.04 0.10 0.06
O -1.069 1.792 -0.349 0.27 0.57 -0.48
N 0.570 0.336 -0.051 -0.27 0.14 0.02
C 1.858 -0.108 -0.162 -0.04 -0.03 0.11
O 2.274 -1.110 0.380 0.02 0.04 0.17
H 4.404 0.358 -2.165 0.01 0.00 0.03
H 4.180 -0.781 -0.817 0.01 0.03 -0.01
H 4.730 0.870 -0.489 -0.01 0.01 0.03
H 2.966 2.252 -2.278 0.02 0.00 0.01
H 0.607 3.079 -2.032 0.02 0.02 0.00
```
Positions in Å, forces in eV/Å.

Mulliken atomic charge list, values in e, 6 entries: -0.140, -0.359, -0.315, -0.542, -0.067, -0.733

3.
DFT (the ωB97M-V functional and the def2-TZVPD basis) results for C2H3Br2NO3 in the gas phase at a distorted geometry.

For the energy relative to the best compared isomer or geometry (same formula, charge and spin), the calculation gives 85.9 kJ/mol. Its HOMO-LUMO gap (spin up / spin down) is 7.34 / 5.72 eV. As for the LUMO energy (spin up / spin down): 0.280 / -4.927 eV. The HOMO energy (spin up / spin down) is -7.0649 / -10.6469 eV. As for the spin multiplicity: 3.

```
11
Properties=species:S:1:pos:R:3:forces:R:3
C -1.146 -0.285 -0.116 -0.15 -0.20 -1.47
C 0.236 0.250 -0.205 0.42 1.36 6.96
N 1.179 -0.666 0.436 -1.84 0.54 -1.80
O 1.021 -1.802 0.025 0.77 -2.12 -0.05
O 2.036 -0.240 1.171 0.90 -0.13 0.78
O 0.462 1.468 0.457 -1.04 0.31 -0.18
Br -2.375 0.791 -1.264 0.66 0.00 -0.40
Br 0.804 0.493 -2.164 0.45 0.61 -3.43
H -1.070 -1.278 -0.641 -0.83 0.70 1.40
H -1.625 -0.074 0.854 0.49 -1.00 -0.30
H 0.479 1.343 1.447 0.18 -0.07 -1.50
```
Positions in Å, forces in eV/Å.

Mulliken atomic charge list, values in e, 6 entries: -0.592, 0.303, 0.870, -0.600, -0.643, -0.523

4.
DFT (the ωB97M-V functional and the def2-TZVPD basis) results for CH3N2OP in the gas phase at a distorted geometry.

For the energy relative to the best compared isomer or geometry (same formula, charge and spin), the calculation gives 237.5 kJ/mol. Its HOMO-LUMO gap is 9.66 eV. As for the LUMO energy: 0.599 eV. Its SMILES is C1N=NPO1. The HOMO energy is -9.0578 eV.

```
8
Properties=species:S:1:pos:R:3:forces:R:3
C -0.394 -0.182 0.572 -3.59 -2.45 -0.25
N 0.471 -1.538 0.258 -3.07 2.10 0.90
N 1.532 -1.122 -0.062 4.30 -1.63 -1.18
P 2.011 0.514 0.091 -1.68 0.58 0.43
O 0.349 0.890 0.284 1.48 1.41 0.60
H -1.275 -0.244 -0.215 1.42 -0.07 1.74
H -0.808 -0.261 1.651 0.78 0.21 -1.62
H 1.973 0.819 -1.270 0.35 -0.15 -0.60
```
Positions in Å, forces in eV/Å.

Mulliken atomic charge list, values in e, 6 entries: -0.124, -0.190, -0.141, 0.257, -0.337, 0.223

Number 1: calculated total energy -89296.6079 eV, molecular weight 348.02 g/mol. Number 2: calculated total energy -144917.2086 eV, molecular weight 599.50 g/mol. Number 3: calculated total energy -149832.4244 eV, molecular weight 248.86 g/mol. Number 4: calculated total energy -15399.7875 eV, molecular weight 90.02 g/mol.